1.
Entry from OMol25: one molecule with the formula C11H15F3N2O2 in a non-equilibrium geometry (ωB97M-V with the def2-TZVPD basis set).

Relative energy (zero: lowest compared OMol25 entry of this formula, charge and spin)   0.0 kcal/mol
LUMO   0.0286 Ha
Total charge   0
Kohn-Sham gap   9.410 eV

Last column: natural (NBO) charge in e.
Cartesian coordinates (Å):
F  1.9163  4.3547  1.9186  -0.35
F  0.4461  4.0410  0.3870  -0.36
F  2.4317  -0.6196  1.2117  -0.35
N  0.3947  -1.4073  -0.7698  -0.55
O  -1.3228  -0.1830  0.0399  -0.50
O  3.6354  2.1923  0.9700  -0.72
C  -0.8868  -1.3821  -0.4263  0.70
N  -1.7971  -2.4636  -0.5178  -0.43
C  -3.1097  -2.2630  -1.1338  -0.20
C  -1.5191  -3.6949  -1.2408  -0.19
C  -2.8182  -3.4460  -2.0617  -0.42
C  0.8674  3.5607  1.6127  0.58
C  0.0025  1.2051  1.4024  -0.42
C  -0.2068  0.7272  -0.0287  0.08
C  0.9824  -0.0286  -0.5847  -0.13
C  1.2622  2.0722  1.5443  -0.31
C  2.3498  0.2086  0.1065  0.21
C  2.3789  1.7418  0.4741  0.08
H  3.5755  3.0929  1.3061  0.49
H  -3.8845  -2.4118  -0.3512  0.20
H  -3.2358  -1.3151  -1.6926  0.20
H  -1.5454  -4.6032  -0.6241  0.19
H  -0.6377  -3.7265  -1.8227  0.21
H  -2.6616  -3.2114  -3.1062  0.21
H  -3.6079  -4.2160  -2.0285  0.21
H  0.0312  3.6683  2.3180  0.14
H  0.1102  0.3342  2.0778  0.24
H  -0.8551  1.7473  1.7802  0.22
H  -0.4581  1.5653  -0.6909  0.20
H  1.1381  0.3146  -1.6044  0.20
H  1.6928  1.8464  2.5312  0.24
H  3.1925  0.0101  -0.5618  0.19
H  2.1391  2.2892  -0.4344  0.18

2.
Entry from OMol25: C2HO2S2 as an isolated structure in a non-equilibrium geometry (ωB97M-V with the def2-TZVPD basis set).

Relative energy (zero: lowest compared OMol25 entry of this formula, charge and spin)   35.8 kcal/mol
Expectation value of S²   2.01
Multiplicity   3
LUMO (alpha / beta)   0.1370 / 0.1158 Ha
Total charge   -1
Kohn-Sham gap (alpha / beta)   4.514 / 6.465 eV

Last column: natural (NBO) charge in e.
Cartesian coordinates (Å):
C  -0.1733  -0.7964  -1.4685  0.98
C  0.3913  1.2995  1.4134  -0.52
O  -0.9535  -1.6438  -1.1367  -0.62
O  0.4108  -0.1550  -2.2325  -0.59
S  1.0321  -0.3505  0.5994  -0.28
S  -0.3797  -0.1632  2.1376  -0.15
H  -0.3277  1.8093  0.6874  0.18

3.
Entry from OMol25: a 2-piece molecular cluster, C9H14 overall in a non-equilibrium geometry (ωB97M-V with the def2-TZVPD basis set).

Relative energy (zero: lowest compared OMol25 entry of this formula, charge and spin)   16.6 kcal/mol
LUMO   0.0382 Ha
Total charge   0
Kohn-Sham gap   10.101 eV

Last column: natural (NBO) charge in e.
Cartesian coordinates (Å):
C  -2.3924  -1.4884  -0.7932  -0.62
C  -2.2446  -0.1298  -1.4585  -0.62
H  -1.4738  -1.9671  -0.4323  0.20
H  -2.8895  -1.4740  0.1807  0.21
H  -2.8933  -2.1996  -1.4290  0.20
H  -1.3170  0.3146  -1.0651  0.21
H  -3.1039  0.4940  -1.2227  0.21
H  -2.1669  -0.0450  -2.5739  0.21
C  2.5889  -0.9430  -0.4788  -0.64
C  0.7777  2.2242  0.5264  -0.20
C  1.5689  1.3046  -0.1454  -0.23
C  0.0104  1.7567  1.6137  -0.22
C  1.6466  -0.0133  0.2832  0.00
C  0.1317  0.4307  2.0246  -0.20
C  0.8847  -0.5178  1.3163  -0.23
H  0.4800  3.1766  0.1320  0.21
H  2.0886  1.6236  -1.0493  0.21
H  -0.6921  2.4424  2.0712  0.21
H  -0.5494  0.1988  2.8481  0.21
H  1.9797  -1.7517  -0.8937  0.22
H  3.3271  -1.3169  0.2399  0.22
H  0.9712  -1.5594  1.5717  0.22
H  3.2674  -0.5603  -1.2658  0.22

4.
Entry from OMol25: a 4-piece molecular cluster, C26H74FN9O3P4S overall in a non-equilibrium geometry (ωB97M-V with the def2-TZVPD basis set).

LUMO   -0.0215 Ha
Total charge   0
Kohn-Sham gap   7.180 eV

Last column: Mulliken charge in e.
Cartesian coordinates (Å):
C  5.0678  -2.0039  1.6088  -1.10
C  3.7644  -1.7074  0.8216  0.55
C  3.3098  -0.2350  1.0122  -1.16
C  1.8414  -0.1082  1.4799  -0.54
C  0.9332  -0.7358  0.3858  -0.86
P  -0.6759  0.1774  0.1841  0.83
F  -0.0016  1.0429  -1.1537  -0.42
C  -1.4770  -0.6148  1.7182  -0.20
C  -2.4680  -1.7671  1.4409  -0.73
C  -3.7335  -1.3713  0.6350  -0.68
S  -5.2410  -1.1753  1.6458  -0.21
H  5.9230  -1.6342  1.0257  0.32
H  5.0960  -1.4746  2.5669  0.41
H  5.2404  -3.0888  1.7142  0.09
H  4.0260  -1.8334  -0.2328  0.23
H  3.0050  -2.4318  1.1309  -0.29
H  3.4679  0.3172  0.0795  0.34
H  3.9386  0.2326  1.7833  0.48
H  1.6237  0.9560  1.6134  0.43
H  1.7454  -0.6767  2.4110  0.33
H  0.7024  -1.7925  0.5598  0.32
H  1.4341  -0.6570  -0.5822  0.57
H  -1.5951  -0.4049  -0.7098  -0.02
H  -0.8882  1.4505  0.7716  -0.15
H  -1.8954  0.1593  2.3732  -0.16
H  -0.6534  -1.0545  2.3017  0.28
H  -1.9382  -2.6319  1.0193  0.26
H  -2.8230  -2.1137  2.4227  0.49
H  -3.5783  -0.4246  0.1076  0.26
H  -3.8748  -2.1187  -0.1518  0.40
H  -6.0349  -2.1752  1.1930  0.12
O  4.4711  -5.1048  -0.1352  -0.78
P  4.6990  -6.4628  0.5188  0.93
N  5.5714  -7.1176  -0.8110  0.23
C  5.3704  -8.2948  -1.6266  -1.11
C  6.9253  -6.6028  -0.9564  -1.15
N  2.9975  -6.8014  0.5974  0.12
C  2.2830  -7.9529  0.0616  -1.02
C  2.1050  -5.6378  0.5557  -1.14
N  5.0686  -7.8260  1.5185  -0.04
C  5.0088  -9.2497  1.2540  -0.93
C  4.7249  -7.5290  2.9225  -1.14
H  6.1343  -9.0604  -1.4328  0.41
H  5.4464  -8.0369  -2.6894  0.32
H  4.4023  -8.7673  -1.4962  0.29
H  7.5834  -6.9970  -0.1673  0.32
H  6.9328  -5.5123  -0.8943  0.25
H  7.3560  -6.8672  -1.9226  0.40
H  2.6530  -8.2808  -0.9106  0.24
H  1.2277  -7.7335  -0.0986  0.45
H  2.2759  -8.7884  0.7674  0.27
H  1.9317  -5.2975  -0.4720  0.32
H  2.5020  -4.8075  1.1329  0.04
H  1.1371  -5.8826  1.0013  0.63
H  4.1359  -9.5807  0.6942  0.33
H  5.0048  -9.8102  2.1896  0.36
H  5.9049  -9.5928  0.7336  0.25
H  3.6495  -7.6373  3.1082  0.37
H  5.0075  -6.5036  3.1742  0.30
H  5.2677  -8.1757  3.6139  0.42
O  -1.8409  3.0150  3.5585  -0.84
P  -3.0093  3.9903  3.5350  0.89
N  -2.2331  5.2316  4.4287  0.21
C  -2.6075  5.9444  5.6298  -1.07
C  -1.1802  5.9308  3.7056  -1.16
N  -4.0763  2.9308  4.3945  0.13
C  -4.8489  3.2122  5.5974  -1.02
C  -3.7099  1.5118  4.3893  -0.64
N  -4.3084  5.0164  3.0490  0.00
C  -5.1117  5.9549  3.8060  -0.93
C  -5.0961  4.3652  1.9847  -1.15
H  -2.8687  6.9906  5.4183  0.40
H  -1.7685  5.9661  6.3349  0.32
H  -3.4447  5.5062  6.1649  0.27
H  -1.6032  6.5827  2.9269  0.32
H  -0.5035  5.2203  3.2257  0.26
H  -0.5734  6.5451  4.3713  0.40
H  -4.3133  3.8230  6.3258  0.23
H  -5.1086  2.2991  6.1323  0.44
H  -5.8161  3.6647  5.3594  0.27
H  -2.9595  1.2863  5.1565  0.30
H  -3.3232  1.2051  3.4236  -0.37
H  -4.5822  0.8809  4.5764  0.59
H  -5.4153  5.6122  4.7945  0.33
H  -6.0295  6.1914  3.2670  0.37
H  -4.6017  6.9147  3.9130  0.25
H  -5.7892  3.6194  2.3917  0.38
H  -4.4341  3.8578  1.2782  0.32
H  -5.6646  5.0936  1.4040  0.42
O  -1.0684  6.4293  -5.8147  -0.79
P  -0.8937  4.9890  -5.3613  0.94
N  -0.1032  4.4427  -6.7850  0.19
C  -0.3847  3.3579  -7.6977  -1.05
C  1.2604  4.9257  -6.9438  -1.17
N  -2.5970  4.6929  -5.2272  0.07
C  -3.3690  3.6154  -5.8311  -0.99
C  -3.4534  5.8789  -5.1119  -1.13
N  -0.5036  3.5620  -4.4800  -0.01
C  -0.5890  2.1623  -4.8452  -0.67
C  -0.7847  3.7581  -3.0449  -1.13
H  0.3573  2.5516  -7.6144  0.40
H  -0.3467  3.7144  -8.7341  0.31
H  -1.3640  2.9078  -7.5655  0.27
H  1.9377  4.4355  -6.2284  0.33
H  1.3100  6.0040  -6.7774  0.30
H  1.6383  4.7432  -7.9504  0.39
H  -3.0552  3.3711  -6.8473  0.21
H  -4.4242  3.8743  -5.9172  0.42
H  -3.3659  2.7172  -5.2061  0.26
H  -3.6666  6.3210  -6.0920  0.34
H  -3.0027  6.6388  -4.4805  0.31
H  -4.4053  5.6183  -4.6417  0.43
H  -1.4881  1.8806  -5.3929  0.29
H  -0.5613  1.5358  -3.9524  0.13
H  0.2826  1.8514  -5.4256  0.25
H  -1.8536  3.6461  -2.8241  0.33
H  -0.4795  4.7605  -2.7311  0.31
H  -0.2241  3.0579  -2.4258  0.39

5.
Entry from OMol25: one molecule with the formula C9H7ClO2 in a non-equilibrium geometry (ωB97M-V with the def2-TZVPD basis set).

Relative energy (zero: lowest compared OMol25 entry of this formula, charge and spin)   0.0 kcal/mol
LUMO   -0.0025 Ha
Total charge   0
Kohn-Sham gap   9.109 eV

Last column: natural (NBO) charge in e.
Cartesian coordinates (Å):
C  2.6437  -0.6449  0.5056  -0.24
C  2.5681  0.7204  0.7503  -0.16
C  1.5167  -1.3952  0.4640  -0.13
C  1.4401  1.4046  0.7856  -0.26
C  0.3039  -0.6829  0.4153  -0.32
C  0.2522  0.6978  0.4876  0.40
C  -0.9501  -1.2477  0.0281  0.64
C  -1.8589  0.3316  -0.1782  0.13
C  -2.5501  0.4018  -1.4308  -0.69
O  -1.4943  -2.2867  -0.1577  -0.50
O  -0.8676  1.3561  0.1155  -0.46
Cl  -2.9686  0.1968  1.1812  -0.04
H  3.6572  -1.1875  0.3035  0.22
H  3.4026  1.2809  0.9909  0.22
H  1.6475  -2.4825  0.2409  0.24
H  1.4873  2.4629  1.0805  0.24
H  -3.1160  -0.4665  -1.6552  0.25
H  -1.7721  0.3305  -2.2509  0.23
H  -3.3417  1.2108  -1.6762  0.24

6.
Entry from OMol25: one molecule with the formula C4H5NO in a non-equilibrium geometry (ωB97M-V with the def2-TZVPD basis set).

Relative energy (zero: lowest compared OMol25 entry of this formula, charge and spin)   114.0 kcal/mol
LUMO   0.0236 Ha
Total charge   0
Kohn-Sham gap   10.270 eV

Last column: natural (NBO) charge in e.
Cartesian coordinates (Å):
O  2.1965  0.7260  0.0514  -0.59
C  1.0665  0.2354  0.1026  0.51
C  0.4198  -0.1305  -1.1584  -0.42
N  -0.9044  0.3557  -0.5127  -0.31
C  -1.1595  -0.5586  0.6040  -0.25
C  -0.1874  0.5385  0.8193  -0.19
H  1.5206  0.5613  -1.3746  0.36
H  0.3299  -1.1070  -1.6444  0.22
H  -0.7994  -1.5856  0.5556  0.21
H  -2.1279  -0.4342  1.0991  0.23
H  -0.3547  1.3990  1.4581  0.24